1.
Density functional theory data (ωB97M-V/def2-TZVPD) for a structure of composition C23H28B2F4N5O4RuS3.

The geometry in XYZ format:
```
70
C23H28B2F4N5O4RuS3 | the Open Molecules 2025 dataset | ωB97M-V/def2-TZVPD
Ru 1.43716 0.65282 0.26112
S -1.42258 -5.34495 0.88499
S -2.03717 -1.92940 -0.93638
S -1.50039 -2.01431 2.17841
F 2.43200 -3.02352 2.30115
F 3.21457 -0.99789 1.33951
F 3.91674 2.33029 -0.31331
F 3.28452 4.30466 -1.42190
O 1.98338 3.49476 0.31610
O 1.26513 -1.06292 2.62615
O 1.50550 -2.23872 0.33574
O 2.26070 2.29998 -1.96848
N 1.25625 0.23628 2.23009
N 2.07753 1.04243 -1.57638
N -5.32018 6.08852 -4.02229
N 1.58422 -1.17964 -0.50415
N 1.75481 2.43858 1.09901
C -0.34933 -4.55063 2.06268
C -0.98810 -4.55831 -0.70417
C -1.99345 2.72221 -1.54058
C -3.70618 4.46967 -2.82505
C -1.08986 1.88736 -0.90915
C -3.37568 -1.75654 0.26604
C 2.29769 0.03995 -2.35981
C -2.32855 4.56137 -3.06970
C 1.51023 1.19583 3.05332
C -4.60001 5.37003 -3.48785
C -1.00224 -3.47635 3.02517
C 1.72017 2.52272 2.38461
C -2.08016 -3.70583 -1.34695
C 2.51940 -2.56142 -2.29738
C 2.80725 0.19380 -3.74467
C 2.08671 -1.28042 -1.68850
C 1.96065 3.77304 3.14494
C -3.08157 -2.52390 1.53940
C 1.68913 1.01936 4.51371
C -1.47433 3.69396 -2.43898
C -4.23352 3.51191 -1.94039
C -0.18283 1.24415 -0.34434
C -3.38812 2.64627 -1.30108
B 2.93242 3.14802 -0.84570
B 2.15454 -1.85809 1.67688
H -0.23020 -3.18796 3.73825
H 2.68092 -3.30596 -1.52177
H 3.88603 0.37163 -3.71718
H 2.35316 1.06573 -4.21201
H -3.85166 -2.42487 2.31134
H -0.40530 3.74116 -2.60114
H 2.61314 -0.69229 -4.34324
H -1.84993 -3.92165 3.54476
H -2.99335 -3.60335 1.32952
H 0.51162 -4.11796 1.56205
H 2.02779 4.61818 2.46689
H -3.77195 1.90727 -0.61216
H 0.81159 1.40445 5.04006
H 1.81333 -0.03223 4.75514
H -3.44250 -0.68381 0.45980
H -0.75509 -5.39630 -1.36296
H -0.07427 -3.98424 -0.55368
H 2.55182 1.58459 4.86398
H 1.75087 -2.92876 -2.98314
H -1.95452 5.31274 -3.75082
H -5.30083 3.47469 -1.77403
H -3.08021 -4.09142 -1.14176
H 2.89809 3.69283 3.69993
H 0.00434 -5.32708 2.74262
H -1.95643 -3.74538 -2.42989
H 3.43304 -2.42192 -2.87272
H 1.16212 3.93997 3.86935
H -4.32803 -2.07320 -0.15903
```

Summary:
Gap between HOMO and LUMO (spin up / spin down): 4.98 / 4.57 eV
Net charge: +2
HOMO level (spin up / spin down): -14.481 / -14.080 eV
Spin multiplicity: 2
DFT total energy: -3206.07784 Ha
<S²>: 0.75



2.
Density functional theory data (ωB97M-V/def2-TZVPD) for an isolated molecule of C2H6ClN3S.

The geometry in XYZ format:
```
13
C2H6ClN3S | the Open Molecules 2025 dataset | ωB97M-V/def2-TZVPD
Cl 1.34474 1.07408 1.48891
S 1.18992 -1.59318 -0.64136
N -0.19013 -0.74853 -0.87150
N -1.77490 0.86779 -0.36847
N -2.16956 0.72034 -1.71025
C -0.78270 0.14861 -0.02137
C -0.26949 0.33501 1.33701
H -2.80972 1.51590 -1.96657
H -0.17783 -0.63979 1.97706
H 0.54554 -2.75000 -0.43834
H -0.99775 1.02564 1.80378
H -2.63506 -0.19736 -1.79665
H -0.56912 -0.50179 -1.87138
```

Summary:
Gap between HOMO and LUMO: 9.40 eV
Net charge: 0
Energy relative to the best compared isomer or geometry (same formula, charge and spin): 31.7 kJ/mol
HOMO level: -8.725 eV
Structure (SMILES): N/N=C(/CCl)NS
Spin multiplicity: 1
DFT total energy: -1102.39260 Ha



3.
Density functional theory data (ωB97M-V/def2-TZVPD) for a cluster of 2 separate species, C3H12N6 in total.

The geometry in XYZ format:
```
21
C3H12N6 | the Open Molecules 2025 dataset | ωB97M-V/def2-TZVPD
N -1.52809 2.20034 0.81003
N -1.56439 0.45727 -0.74248
N 0.54340 1.39954 -0.19047
N 0.99883 -3.02449 0.21625
N -0.43044 -1.31817 0.75518
N 0.34763 -1.59449 -1.53759
C 0.40898 -1.96346 -0.19700
C -0.90807 1.15325 0.11765
C 1.69246 1.00336 0.59006
H 1.55820 1.10240 1.67249
H -2.48808 2.37069 0.55122
H -1.40306 -1.12228 0.55362
H 2.55132 1.61348 0.30743
H 0.29177 -2.35192 -2.20194
H 1.47933 -3.52423 -0.52601
H -0.32342 -0.86589 -1.75145
H -0.33057 -1.70230 1.68381
H 1.98934 0.00047 0.29035
H -2.53455 0.72469 -0.87049
H -1.00641 3.06018 0.88929
H 0.65582 2.38153 -0.41994
```

Summary:
Gap between HOMO and LUMO: 8.83 eV
Net charge: 0
Energy relative to the best compared isomer or geometry (same formula, charge and spin): 0.0 kJ/mol
HOMO level: -8.333 eV
Structure (SMILES): [H]/N=C(\N)NC.N=C(N)N
Spin multiplicity: 1
DFT total energy: -449.99072 Ha